C22H43N2OP3Tc as an isolated structure, computed with ωB97M-V/def2-TZVPD.

Geometry as XYZ:
```
72
Properties=species:S:1:pos:R:3
Tc -0.284 0.486 -0.865
P 1.134 -0.487 0.670
P 1.245 2.234 -0.701
P -1.256 -1.891 -0.820
H -0.827 3.301 -3.951
C -0.849 2.209 -3.902
C -2.129 1.613 -3.593
H -2.445 1.691 -2.540
C 2.662 -1.313 0.027
C 2.001 0.474 2.022
C 0.807 -1.840 1.919
C 0.977 3.461 -2.014
C 1.072 3.353 0.756
C 3.082 2.079 -0.843
C -2.604 -2.138 -2.037
C -2.051 -2.869 0.539
C -0.093 -3.189 -1.438
H -0.258 1.701 -4.667
H -2.910 2.170 -4.160
H 3.297 -1.561 0.886
H 3.227 -0.664 -0.649
H 2.400 -2.239 -0.501
H 2.740 -0.189 2.481
H 1.274 0.757 2.791
H 2.519 1.371 1.687
H 1.776 -2.252 2.218
H 0.195 -2.657 1.538
H 0.328 -1.422 2.811
H 1.796 4.181 -2.004
H 0.022 3.959 -1.854
H 0.945 2.966 -2.996
H 1.992 3.938 0.886
H 0.873 2.818 1.690
H 0.242 4.046 0.584
H 3.487 3.070 -1.072
H 3.316 1.404 -1.675
H 3.564 1.689 0.062
H -3.069 -3.114 -1.872
H -2.189 -2.119 -3.058
H -3.354 -1.353 -1.889
H -2.962 -3.315 0.128
H -2.333 -2.236 1.383
H -1.393 -3.683 0.870
H -0.709 -3.953 -1.917
H 0.456 -3.640 -0.604
H 0.609 -2.788 -2.176
C -0.727 -0.387 -3.744
C -0.066 -1.377 -4.488
C -0.589 -1.725 -5.718
C -1.696 -1.018 -6.220
C -2.325 -0.045 -5.502
C -2.081 0.153 -4.081
O 0.003 0.257 -2.904
H 1.302 0.435 -1.556
H 0.915 -1.714 -4.147
H -0.048 -2.457 -6.308
H -2.006 -1.231 -7.242
H -3.071 0.576 -5.974
H -2.897 -0.384 -3.553
N -3.951 2.978 3.698
C -3.243 2.362 2.704
C -2.662 1.092 2.871
C -1.859 0.554 1.867
N -1.634 1.198 0.683
C -2.243 2.403 0.482
C -3.028 3.009 1.467
H -4.094 2.523 4.588
H -4.329 3.905 3.553
H -2.800 0.527 3.787
H -1.376 -0.422 2.004
H -2.074 2.885 -0.501
H -3.449 3.990 1.269
```

Summary:
Charge: +4
2S+1: 4
ΔE to the lowest compared entry with this formula, charge and spin, eV: 5.570
HOMO-LUMO gap (alpha / beta), Eh: 0.1931 / 0.1495